*P*
C6H9N3 | the ωB97M-V functional and the def2-TZVPD basis

Last column: Mulliken charge in e.
Positions of all 18 atoms, in Å:
C: 1.56657 0.70171 -0.78124  -0.2084
C: -1.27849 3.14543 2.18313  -0.6241
H: -0.08934 -4.24823 -1.09345  0.2788
H: -1.43737 -3.27648 -1.69598  0.2722
C: -0.32625 -3.22052 -1.48948  -0.8852
H: -1.21921 4.18366 2.61884  0.2113
H: 2.32830 -1.20106 -1.08125  0.2752
N: 0.32910 -1.19116 -0.08152  -0.3886
C: 1.40554 -0.65958 -0.77288  -0.2876
H: -2.21722 2.95107 1.49513  0.2760
H: 0.13577 -2.78539 -2.42504  0.3017
C: 0.21307 2.28469 0.49726  0.5722
N: 0.53401 1.51643 -0.36567  -0.3364
C: -0.32438 -2.22786 -0.33334  0.0581
N: -0.14697 3.14137 1.27841  -0.4427
H: 2.49899 1.06427 -1.31979  0.2931
H: -1.07370 -2.57803 0.38472  0.3678
H: -0.89844 2.39968 2.98217  0.2667

HOMO-LUMO gap in eV: 8.6825
Structure (SMILES): C/C=N\C=C/N=C=NC
HOMO level in eV: -7.753


*Q*
C6H9N3 | the ωB97M-V functional and the def2-TZVPD basis

Last column: Mulliken charge in e.
Positions of all 18 atoms, in Å:
C: -0.13388 -0.36777 -1.28735  0.5822
H: -0.31868 -2.25696 2.71587  0.2436
C: -0.79526 -1.66014 1.94505  -0.7503
N: -1.91757 1.73453 0.26252  -0.2052
N: -0.74662 2.42921 0.43680  -0.3615
H: -2.75430 2.11169 -0.05391  0.2313
H: -0.22380 1.16574 -2.67083  0.2670
H: 2.10040 1.15401 1.40982  0.2559
C: 0.28995 0.18899 -2.39321  -0.9865
C: 1.54729 1.39576 0.43762  -0.8887
H: -1.83353 0.81378 -0.01760  0.1467
C: 0.34755 1.91382 0.42585  0.6319
H: 2.20065 1.58543 -0.45489  0.2409
N: -0.38148 -1.19784 -0.44432  -0.2803
H: 1.32152 -0.12016 -2.82051  0.2660
H: 1.00831 -1.97027 0.87127  0.2108
C: -0.08672 -1.57671 0.78036  0.1074
H: -1.66762 -1.10238 1.98679  0.2887

HOMO-LUMO gap in eV: 8.8359
Structure (SMILES): C=C=NC=C.C=C=NN
HOMO level in eV: -8.230


*R*
C6H9N3 | the ωB97M-V functional and the def2-TZVPD basis

Last column: Mulliken charge in e.
Positions of all 18 atoms, in Å:
C: 1.13465 1.16329 -0.62872  -0.5911
H: -1.60454 1.66559 1.27236  0.2973
H: -2.02578 0.66700 -0.74479  0.4169
C: -1.00210 0.75764 0.81969  0.0947
H: 0.71377 1.38410 -1.58496  0.3811
H: 2.49923 -0.80784 -0.42509  0.3431
H: 2.17023 1.67729 -0.41133  0.2774
C: -1.42087 -1.54347 -0.25806  -0.1860
N: -0.65511 -0.90982 -1.22185  -0.1904
N: 0.75541 -1.14511 -1.22192  -0.4143
N: 0.41365 1.39714 0.57275  -0.1863
H: -2.28562 -2.20402 -0.44369  0.2702
H: 0.81589 0.57902 2.42066  0.3590
H: 0.46573 -0.78859 1.05722  -0.0860
C: 0.39194 0.31718 1.47992  -0.6701
H: -0.43795 -1.84333 0.43914  0.3408
C: -1.46050 -0.07071 -0.17118  -0.4714
C: 1.53199 -0.29537 -0.95015  0.0151

HOMO-LUMO gap in eV: 9.7590
Structure (SMILES): C1=NN2C[C@H]2[C@H]2CN2C1
HOMO level in eV: -8.692


*S*
C6H9N3 | the ωB97M-V functional and the def2-TZVPD basis

Last column: Mulliken charge in e.
Positions of all 18 atoms, in Å:
H: 1.67585 -2.04926 -1.18739  0.2224
H: -2.30479 2.45351 0.26218  0.2631
N: 0.36401 1.20020 1.40208  -0.1319
H: -0.96888 -2.16544 0.75590  0.2584
C: -0.03067 -1.47162 1.10720  -0.6636
H: -1.01508 -0.46902 -2.44293  0.2939
C: -1.08431 0.49683 -1.83432  -0.7563
H: 1.66978 -0.39045 -1.69428  0.2565
N: 1.19578 -1.20732 -1.24763  -0.5245
C: 0.10944 0.03164 0.48170  0.2866
H: -1.58300 1.35573 -2.51383  0.2202
H: 1.19232 0.75336 2.40534  0.3474
C: -1.25248 1.83774 0.42753  -0.1987
H: 0.49668 -1.78186 2.14874  0.2272
C: -0.92138 0.76869 -0.52523  0.2792
H: 2.07864 -0.47971 0.71108  0.1060
N: -0.66010 2.06527 1.56709  -0.5758
C: 1.03819 -0.94829 0.17675  0.0898

HOMO-LUMO gap in eV: 8.1130
HOMO level in eV: -7.710


Energy relative to the most stable one, in eV: *P* 0.000; *Q* 2.733; *R* 4.653; *S* 4.419


*P*
C6H9N3 | the ωB97M-V functional and the def2-TZVPD basis

Last column: Mulliken charge in e.
Positions of all 18 atoms, in Å:
N: 1.69328 -1.44439 0.62318  -0.5005
N: -1.86901 -0.04407 -0.03425  -0.6312
C: 2.11889 -2.68703 0.70454  -0.3427
C: 0.49127 -0.06773 -0.59849  -0.3557
H: -1.56939 1.39327 1.60415  0.5579
C: -0.99765 1.92972 -0.51222  -0.5660
C: -1.05277 1.03382 0.75336  -0.3483
H: 1.31626 -0.14527 -1.33204  0.3968
H: 3.25708 -2.83009 0.76311  0.2276
H: -0.97514 0.44656 -2.21930  0.4523
C: 0.37153 0.44471 0.79320  -0.3996
H: 1.41718 -3.47882 0.84937  0.3401
C: -0.85380 0.48467 -1.09136  -0.1038
N: 0.32101 -0.99548 0.53227  -0.1747
H: -2.80279 0.22099 -0.23394  0.2837
H: -0.15910 2.63262 -0.69967  0.3057
H: 1.22167 0.70671 1.33240  0.6251
H: -1.92852 2.39978 -1.23432  0.2333

HOMO-LUMO gap in eV: 9.3246
HOMO level in eV: -8.234


*Q*
C6H9N3 | the ωB97M-V functional and the def2-TZVPD basis

Last column: Mulliken charge in e.
Positions of all 18 atoms, in Å:
H: -0.60027 -2.56897 3.72111  0.3310
N: 3.45279 2.09044 -1.50898  -0.3482
H: -2.67216 0.35635 -0.65200  0.2829
C: -1.70222 1.16935 1.04738  0.3516
N: 0.58485 -2.01861 0.84329  -0.3983
H: -1.85417 -1.84723 2.76130  0.2567
C: -0.80306 -1.75176 3.03076  -0.8114
H: -0.53916 -0.77749 3.43437  0.2817
C: -1.88249 1.06380 -0.39886  -0.5833
N: -1.53716 1.33298 2.16517  -0.4003
H: 1.08851 0.40829 -2.73871  0.1157
H: 2.24247 0.65242 -3.99763  0.2756
H: -0.98493 0.79467 -0.94228  0.0291
H: 2.43679 -0.68821 -2.80050  0.2643
H: -2.27152 2.04468 -0.68557  0.3246
C: -0.01898 -1.91004 1.81094  0.3376
C: 2.90400 1.30079 -2.13473  0.3212
C: 2.15673 0.34854 -2.95505  -0.6306

HOMO-LUMO gap in eV: 12.2529
Structure (SMILES): CC#N.CC#N.CC#N
HOMO level in eV: -11.737


Energy relative to the most stable one, in eV: *P* 5.381; *Q* 0.000


*P*
CFN2OS | the ωB97M-V functional and the def2-TZVPD basis

Last column: Mulliken charge in e.
Positions of all 6 atoms, in Å:
N: -2.12429 1.92772 -0.66319  -0.4926
C: -1.34710 1.09693 -0.46136  -0.2418
N: 0.33735 -0.71140 -0.65072  0.1143
O: -0.23368 -1.83860 -0.24170  -0.2989
F: 2.28095 0.38550 1.23908  -0.4186
S: 1.08677 -0.86015 0.77790  0.3376

HOMO-LUMO gap (alpha / beta) in eV: 7.4730 / 7.4765
Total charge: -1
HOMO level (alpha / beta) in eV: -4.938 / -4.940


*Q*
CFN2OS | the ωB97M-V functional and the def2-TZVPD basis

Last column: Mulliken charge in e.
Positions of all 6 atoms, in Å:
N: -2.22602 -0.21658 -0.56060  -0.5122
F: 1.31072 1.82796 -0.34099  -0.4510
N: 0.12260 -0.52243 -0.26526  -0.1606
C: -1.11049 -0.25108 -0.39724  0.4809
S: 1.35151 0.36166 0.66507  0.0501
O: 0.55167 -1.19952 0.89902  -0.4072

HOMO-LUMO gap in eV: 7.9412
Total charge: -1
HOMO level in eV: -3.974


Energy relative to the most stable one, in eV: *P* 1.444; *Q* 0.000


*P*
C4H8Br2Si | the ωB97M-V functional and the def2-TZVPD basis

Last column: Mulliken charge in e.
Positions of all 15 atoms, in Å:
C: -0.93054 -1.01715 -0.53601  -0.6151
Br: -3.97294 -0.06569 -2.67502  0.0288
Br: -1.12778 1.26888 1.77098  -0.3502
H: 0.59816 -2.35022 1.24781  0.3286
C: 0.98576 -1.37684 1.53021  -1.0665
H: 1.91660 1.83395 0.68926  0.3132
H: 2.06472 -1.39847 1.40596  0.2975
H: 1.18042 1.86711 -0.90874  0.2990
Si: 0.21269 0.00457 0.46010  0.7769
C: -2.46009 0.59621 -1.96188  -0.2514
H: 0.75839 -1.21970 2.58063  0.3218
H: -2.59005 1.60521 -1.56439  0.2505
C: 1.56281 1.21202 -0.13121  -1.0340
H: 2.41180 0.67219 -0.53984  0.3239
H: -0.60995 -1.63207 -1.36786  0.3769

HOMO-LUMO gap (alpha / beta) in eV: 7.6381 / 6.7821
HOMO level (alpha / beta) in eV: -8.940 / -8.406


*Q*
C4H8Br2Si | the ωB97M-V functional and the def2-TZVPD basis

Last column: Mulliken charge in e.
Positions of all 15 atoms, in Å:
H: 1.84137 2.55195 0.54068  0.3618
H: 0.31975 2.31604 -1.13489  0.3575
H: -0.45136 -1.11586 1.68201  0.2699
H: 0.87312 1.81048 1.68888  0.2841
H: -0.79981 2.03787 0.23353  0.2565
H: 1.92869 0.80571 0.55523  0.2909
Si: -0.43541 -0.01882 -0.93429  0.5785
H: -0.91127 -3.23544 -0.72017  0.1782
C: -0.60272 -1.45925 0.62001  -0.1737
C: 0.13841 1.66509 -0.30320  -0.4482
Br: -2.36435 0.12076 -1.95357  -0.2569
H: -0.94397 -3.44958 1.13415  0.2165
C: -0.85919 -2.70942 0.29188  -0.5914
Br: 0.96632 -0.98801 -2.37203  -0.2801
C: 1.30042 1.66847 0.67177  -1.0437

HOMO-LUMO gap in eV: 10.5376
Structure (SMILES): C=C[Si](Br)(Br)CC
HOMO level in eV: -9.883


Energy relative to the most stable one, in eV: *P* 7.210; *Q* 0.000


*P*
C8H13NOS | the ωB97M-V functional and the def2-TZVPD basis

Last column: Mulliken charge in e.
Positions of all 24 atoms, in Å:
H: -2.94189 -2.05793 1.18482  0.3643
H: 2.53073 1.22788 0.74826  0.4726
C: 0.12895 1.11630 -1.61902  -1.5919
H: 2.09410 2.76848 0.01134  0.4673
H: -3.62250 -1.24733 -0.04562  0.3511
S: 2.02491 -1.39027 0.43316  -0.1809
C: 2.12924 1.76092 -0.13362  -1.6821
H: 2.71356 1.54498 -1.13197  0.2627
H: 0.59105 1.94908 1.76618  0.2844
C: 1.04198 -2.78608 0.67428  -0.2834
O: -1.70467 -0.73024 0.07613  -0.2944
C: -2.72533 -1.70683 0.17645  -0.9780
N: -0.21271 -2.57405 0.69377  -0.5657
C: 0.75921 -0.35569 0.23271  0.1881
C: -0.18967 1.76114 0.87814  -1.3491
H: 1.32530 -3.81509 0.76842  0.4610
H: -0.89736 1.10652 1.13080  0.4865
C: 0.72674 1.08087 -0.16409  1.9435
H: -2.62005 -2.61211 -0.30246  0.4048
C: -0.49982 -1.28675 0.41052  -0.2555
H: -0.57894 2.68960 0.41383  0.3339
H: -0.71974 0.46901 -1.89229  0.2843
H: -0.19287 2.13334 -2.00980  0.3702
H: 0.83976 0.95424 -2.29996  0.5064

HOMO-LUMO gap in eV: 8.4966
Structure (SMILES): COc1ncsc1C(C)(C)C
HOMO level in eV: -7.704


*Q*
C8H13NOS | the ωB97M-V functional and the def2-TZVPD basis

Last column: Mulliken charge in e.
Positions of all 24 atoms, in Å:
C: -1.07116 1.38828 0.79882  -0.6027
C: -2.03661 -1.78997 -0.81277  -0.6598
H: 2.44011 -0.68021 0.85833  0.3308
C: -3.04861 -2.18312 0.34913  -0.8864
C: 1.13140 1.40283 0.00392  1.0873
C: 0.22477 1.49584 1.12146  -0.4198
O: -0.50244 1.43256 -1.65552  -0.3711
S: -1.67460 0.64820 -0.74449  0.2025
N: -1.02763 -0.76971 -0.52148  -0.2721
H: 2.83326 1.76956 1.43171  0.2416
H: -2.66932 -1.63121 -1.64279  0.3864
H: -3.82215 -2.86761 0.05216  0.3607
H: 1.39129 1.22573 -2.12563  0.3884
H: -3.43961 -1.20773 0.66655  0.2322
C: 3.05377 -0.03587 0.21719  -1.0508
C: 0.71827 1.22780 -1.25491  -0.5948
H: -1.52093 -2.72460 -1.18262  0.3249
H: 0.55792 1.72837 2.15589  0.2711
H: 2.98936 -0.62738 -0.77135  0.2879
H: -1.80136 1.47840 1.54079  0.4631
C: 2.59558 1.45912 0.31563  -0.6063
H: 3.03898 2.12794 -0.41445  0.3151
H: 4.13423 -0.22730 0.45612  0.3292
H: -2.49451 -2.63992 1.15834  0.2425

HOMO-LUMO gap in eV: 8.6594
HOMO level in eV: -8.256


Energy relative to the most stable one, in eV: *P* 0.000; *Q* 1.576


*P*
C3H3FN2S | the ωB97M-V functional and the def2-TZVPD basis

Last column: Mulliken charge in e.
Positions of all 10 atoms, in Å:
F: 2.34068 1.43620 1.10041  -0.2605
N: -1.27371 2.33664 -0.37944  -0.4869
H: -0.03961 -1.96115 0.10740  0.2910
H: 2.27021 -1.61099 -0.40757  0.3804
C: 0.21123 -0.90525 -0.09673  0.1703
H: -0.73666 3.14939 -0.34501  0.2759
C: -0.79306 1.26957 -0.21954  0.5115
C: 1.51478 -0.83170 -0.32915  -0.5049
N: -0.64974 0.12938 0.11639  -0.3675
S: 2.14977 0.87957 -0.47407  -0.0094

HOMO-LUMO gap in eV: 8.9768
Structure (SMILES): N=C=N/C=C\SF
HOMO level in eV: -9.231


*Q*
C3H3FN2S | the ωB97M-V functional and the def2-TZVPD basis

Last column: Mulliken charge in e.
Positions of all 10 atoms, in Å:
C: -1.42001 -0.30064 0.57639  -0.2679
F: 0.54629 -1.16679 1.58987  -0.2453
H: -0.23772 1.31169 -2.17787  0.3114
N: 0.54641 -0.05497 -0.46124  0.0084
C: -0.41670 0.71144 -1.21320  -0.0009
H: -2.17113 -0.87307 1.03307  0.3752
S: 2.26040 -0.08715 -0.42449  -0.1525
C: -0.13910 -0.55258 0.66507  0.3528
H: 2.60729 0.45156 0.90908  0.1636
N: -1.57575 0.56051 -0.49667  -0.5448

HOMO-LUMO gap in eV: 9.4831
Structure (SMILES): Fc1cncn1S
HOMO level in eV: -9.138


Energy relative to the most stable one, in eV: *P* 0.285; *Q* 0.000